(1)
Density functional theory data (ωB97M-V/def2-TZVPD) for C43H36BFHgN7O4 as an isolated structure.

Results
- 2S+1: 2
- <S²>: 0.771
- Total charge: -2
- HOMO energy (spin up / spin down): -0.1 / -3.1 eV

Positions of all 93 atoms, in Å:
Hg 0.3637 -0.5258 0.8918
C -3.2476 4.2447 -1.5947
C -2.3470 3.1000 -1.9299
C -2.0272 2.5936 -3.1677
C -1.1368 1.5300 -2.9008
N -0.9370 1.4064 -1.5980
N -1.6815 2.3644 -1.0059
B -1.6793 2.5874 0.5153
N -2.3842 1.4377 1.2749
N -2.1128 0.1374 1.0388
C -3.0025 -0.5701 1.7200
C -3.8767 0.2847 2.4181
C -3.4478 1.5556 2.1059
C -4.0162 2.8593 2.5636
C -2.9962 -2.0415 1.6885
C -3.5996 -2.7769 2.7086
C -3.5650 -4.1638 2.6952
C -2.9164 -4.8343 1.6660
C -2.3122 -4.1070 0.6487
C -2.3599 -2.7207 0.6524
N -0.2562 2.8499 1.0548
N 0.7780 2.0163 0.8198
C 1.8740 2.6319 1.2407
C 1.5510 3.8919 1.7732
C 0.1833 3.9906 1.6347
C -0.6890 5.1494 1.9942
C 3.1994 2.0005 1.1376
C 4.2019 2.3067 2.0586
C 5.4409 1.6909 1.9771
C 5.6883 0.7521 0.9820
C 4.6962 0.4434 0.0622
C 3.4643 1.0767 0.1314
C -0.4520 0.6633 -3.8752
C 0.7309 0.0081 -3.5406
C 1.3867 -0.7850 -4.4703
C 0.8720 -0.9306 -5.7519
C -0.3068 -0.2831 -6.0947
C -0.9648 0.5055 -5.1618
H -3.6785 4.6410 -2.5145
H -4.0638 3.9394 -0.9369
H -2.7090 5.0518 -1.0937
H -2.3743 2.9550 -4.1221
H -2.3180 3.5773 0.7297
H -4.7140 0.0208 3.0433
H -4.8513 2.6659 3.2370
H -3.2753 3.4534 3.1007
H -4.3760 3.4623 1.7287
H -4.0752 -2.2562 3.5317
H -4.0261 -4.7214 3.5023
H -2.8742 -5.9169 1.6621
H -1.7855 -4.6142 -0.1505
H -1.8799 -2.1606 -0.1380
H 2.2195 4.6315 2.1827
H -0.0704 5.9335 2.4309
H -1.1997 5.5574 1.1212
H -1.4545 4.8725 2.7205
H 3.9975 3.0141 2.8544
H 6.2093 1.9282 2.7036
H 6.6473 0.2514 0.9312
H 4.8671 -0.3034 -0.7025
H 2.6947 0.8356 -0.5891
H 1.1282 0.1243 -2.5406
H 2.2962 -1.3005 -4.1894
H 1.3865 -1.5535 -6.4730
H -0.7220 -0.3995 -7.0895
H -1.8981 0.9897 -5.4257
O 0.1328 -1.8225 -0.8768
C 1.3698 -2.0307 -1.1187
O 2.2428 -1.3841 -0.5022
C 1.7411 -3.0324 -2.1657
C 0.7314 -3.7090 -2.8594
C 1.0907 -4.6140 -3.8526
C 2.4172 -4.8506 -4.1663
C 3.4344 -4.1617 -3.4746
C 3.0760 -3.2510 -2.4612
N 4.7651 -4.3782 -3.7958
O 5.0483 -5.2480 -4.6946
O 5.6701 -3.7035 -3.1967
H -0.3035 -3.5045 -2.6217
H 0.3165 -5.1412 -4.4007
H 2.7098 -5.5504 -4.9345
H 3.8510 -2.7273 -1.9235
F -0.4323 -0.3405 7.0763
C -0.1659 -0.4524 5.7416
C -0.7858 -1.4475 5.0187
C -0.5282 -1.5293 3.6530
C 0.3308 -0.6387 3.0054
C 0.9567 0.3266 3.7943
C 0.7190 0.4305 5.1619
H -1.4608 -2.1368 5.5099
H -1.0093 -2.3260 3.0919
H 1.6627 1.0164 3.3495
H 1.2028 1.1884 5.7654

Atomic forces in eV per Å
Hg 0.2 -0.2 0.5
C 0.0 0.0 0.0
C 0.0 0.0 0.0
C 0.0 0.0 0.0
C 0.0 0.0 0.0
N 0.0 0.0 0.0
N 0.1 0.0 0.1
B -0.1 0.0 0.0
N -0.2 -0.1 -0.1
N -0.4 0.2 -0.1
C -0.1 -0.1 0.0
C 0.1 0.0 0.0
C 0.0 0.0 0.0
C 0.0 0.0 0.0
C -0.1 0.0 -0.1
C -0.1 0.0 0.0
C 0.0 0.1 0.0
C 0.0 0.0 0.0
C 0.0 0.0 0.0
C 0.0 0.0 0.0
N 0.0 0.2 -0.1
N 0.0 0.0 -0.1
C 0.1 0.0 0.0
C 0.0 0.0 0.1
C 0.1 0.1 -0.1
C 0.0 0.0 0.0
C 0.0 0.0 0.0
C 0.0 0.0 0.0
C 0.0 0.0 0.0
C 0.0 0.0 0.0
C 0.0 0.0 0.0
C 0.0 0.1 0.0
C 0.0 0.0 0.0
C 0.0 0.0 0.0
C 0.0 0.0 0.0
C 0.0 0.0 0.0
C 0.0 0.0 0.0
C 0.0 0.0 0.0
H 0.0 0.0 0.0
H 0.0 0.0 0.0
H 0.0 0.0 0.0
H 0.0 0.0 0.0
H 0.0 0.0 0.1
H 0.0 0.0 0.0
H 0.0 0.0 0.0
H 0.0 0.0 0.0
H 0.0 0.0 0.0
H 0.0 0.0 0.0
H 0.0 0.0 0.0
H 0.0 0.0 0.0
H 0.0 0.0 0.0
H 0.0 0.0 0.0
H 0.0 0.0 0.0
H 0.0 0.0 0.0
H 0.0 0.0 0.0
H 0.0 0.0 0.0
H 0.0 0.0 0.0
H 0.0 0.0 0.0
H 0.0 0.0 0.0
H 0.0 0.0 0.0
H 0.1 0.0 0.1
H 0.0 0.0 0.0
H 0.0 0.0 0.0
H 0.0 0.0 0.0
H 0.0 0.0 0.0
H 0.0 0.0 0.0
O -0.1 -0.2 -0.4
C 0.1 0.2 0.0
O 0.3 -0.3 -0.3
C -0.1 -0.1 0.0
C 0.0 0.0 0.0
C 0.0 0.0 0.0
C 0.0 0.0 0.0
C 0.0 0.0 0.0
C 0.0 0.0 0.0
N 0.0 0.0 0.0
O 0.0 0.1 0.0
O 0.0 0.0 0.0
H 0.0 0.0 0.0
H 0.0 0.0 0.0
H 0.0 0.0 0.0
H 0.0 0.0 0.0
F 0.0 0.0 0.1
C 0.0 0.0 -0.1
C 0.0 0.0 0.0
C 0.2 -0.2 0.0
C -0.1 0.3 0.2
C 0.0 -0.1 0.1
C 0.0 0.0 0.0
H 0.0 0.0 0.0
H 0.1 0.2 0.1
H -0.1 0.1 -0.1
H 0.0 0.0 0.0

=====

(2)
Density functional theory data (ωB97M-V/def2-TZVPD) for one molecule with the formula CH4N2 in a non-equilibrium geometry.

Results
- 2S+1: 1
- SMILES string: C1NN1
- HOMO energy: -9.9 eV

Positions of all 7 atoms, in Å:
C 0.5695 0.0335 0.0283
N -0.6332 0.7799 -0.1057
N -0.6407 -0.7091 0.0632
H 1.1222 -0.2281 -0.9999
H 1.2461 0.1030 0.9686
H -0.7275 1.1366 0.7962
H -0.9363 -1.1158 -0.7508

Atomic forces in eV per Å
C 3.1 -1.8 -2.6
N 0.6 -0.8 -1.8
N -0.1 1.6 4.5
H -0.6 1.3 2.5
H -1.4 -0.2 -1.7
H -1.1 0.8 1.9
H -0.4 -0.8 -2.8

=====

(3)
Density functional theory data (ωB97M-V/def2-TZVPD) for a 9-piece molecular cluster, C102H60O18 overall in a non-equilibrium geometry.

Results
- 2S+1: 1
- SMILES string: O=C1c2ccccc2C(=O)c2ccccc21.O=C1c2ccccc2C(=O)c2ccccc21.O=C1c2ccccc2C(=O)c2ccccc21.O=C1c2ccccc2C(=O)c2ccccc21.O=C1c2ccccc2C(=O)c2ccccc21.O=C1c2ccccc2C(=O)c2ccccc21.O=C1C=CC(=O)C=C1.O=C1C=CC(=O)C=C1.O=C1C=CC(=O)C=C1
- HOMO energy: -9.4 eV

Positions of all 180 atoms, in Å:
O 15.0307 23.3226 19.9388
C 15.9286 23.8403 19.2935
C 16.3828 23.3078 17.9414
C 15.6866 22.2366 17.4330
C 16.0551 21.6014 16.2762
C 17.2286 22.0602 15.6344
C 18.0037 23.0753 16.1788
C 17.5927 23.6786 17.3496
C 18.3606 24.8180 17.8151
O 19.3855 25.1793 17.2207
C 17.8364 25.5272 19.0099
C 18.5329 26.6371 19.4515
C 17.9818 27.4440 20.5089
C 16.8889 26.9376 21.2202
C 16.2654 25.7835 20.8378
C 16.7638 25.0747 19.7635
H 14.7727 21.9553 17.9708
H 15.5242 20.8415 15.7792
H 17.5077 21.7678 14.6617
H 18.9320 23.3925 15.6623
H 19.4014 26.8920 18.8622
H 18.4797 28.3663 20.7846
H 16.3433 27.5069 21.9496
H 15.4940 25.3468 21.4847
O 10.2354 17.3317 19.2376
C 11.1631 17.8151 18.6702
C 12.6006 17.5143 18.9391
C 12.8330 16.6533 20.0289
C 14.1234 16.4829 20.5001
C 15.1342 17.2026 19.9243
C 14.9339 18.0212 18.8315
C 13.6538 18.1853 18.3294
C 13.4337 19.0435 17.1453
O 14.2351 19.2368 16.2687
C 11.9975 19.5166 17.0100
C 11.8033 20.4298 16.0498
C 10.6126 20.9997 15.9771
C 9.5474 20.5937 16.7794
C 9.7067 19.5746 17.6747
C 11.0174 19.0331 17.7719
H 12.0087 16.0602 20.4107
H 14.3440 15.6532 21.1883
H 16.1423 17.0047 20.2503
H 15.7745 18.5646 18.3815
H 12.6176 20.5897 15.4105
H 10.3467 21.6979 15.2243
H 8.5930 21.1102 16.6423
H 8.9276 19.2019 18.3805
O 24.9467 20.1984 17.3299
C 25.5457 19.7857 18.2823
C 25.0296 19.9261 19.7178
C 23.9000 20.6563 19.8985
C 23.3559 20.7320 21.1442
C 23.9439 20.0846 22.2412
C 25.1393 19.4675 22.0790
C 25.6337 19.3194 20.8310
C 26.9787 18.6817 20.6034
O 27.5917 18.2559 21.5164
C 27.5192 18.5883 19.1921
C 28.8243 18.0843 18.9772
C 29.3249 17.9029 17.6649
C 28.5341 18.2428 16.5625
C 27.2402 18.7567 16.7631
C 26.7930 18.9857 18.0788
H 23.3949 21.0453 19.0250
H 22.4652 21.2615 21.3788
H 23.6178 20.1408 23.2656
H 25.6422 18.9854 22.8733
H 29.3266 17.6866 19.8408
H 30.3520 17.5819 17.6375
H 28.8849 18.1266 15.5891
H 26.5819 19.0310 15.9552
O 26.3128 14.9583 16.0605
C 25.7720 15.4364 17.0375
C 26.2433 15.2554 18.4843
C 27.4963 14.6219 18.6233
C 27.9719 14.4360 19.9226
C 27.1718 14.8093 20.9699
C 25.9428 15.4155 20.8531
C 25.4674 15.6454 19.5370
C 24.1275 16.2328 19.3332
O 23.3881 16.3727 20.2719
C 23.7614 16.6895 17.9380
C 22.6839 17.5583 17.7575
C 22.3446 17.9338 16.4751
C 23.0476 17.4717 15.3824
C 24.0923 16.5895 15.4927
C 24.4705 16.2255 16.8303
H 28.0520 14.5165 17.7121
H 28.9185 14.0262 20.1356
H 27.5150 14.5513 22.0033
H 25.3299 15.8289 21.6029
H 22.0841 17.9796 18.6100
H 21.5261 18.6516 16.3415
H 22.5664 17.7131 14.4311
H 24.6366 16.1730 14.6365
O 19.2860 14.4572 9.7497
C 20.1219 14.5824 10.6360
C 19.8386 15.3347 11.9025
C 18.6503 16.0955 12.0974
C 18.3601 16.7105 13.2881
C 19.3285 16.6575 14.2946
C 20.4925 15.9622 14.1504
C 20.7784 15.2923 12.9308
C 22.1078 14.5817 12.7910
O 22.9661 14.6482 13.6492
C 22.3142 13.7728 11.5627
C 23.4710 13.0486 11.4689
C 23.7041 12.3402 10.2887
C 22.8171 12.3752 9.2396
C 21.6962 13.1242 9.3229
C 21.4542 13.8937 10.4733
H 17.9922 16.0998 11.2334
H 17.4556 17.2594 13.4581
H 19.1670 17.1958 15.2059
H 21.2158 15.8953 14.9576
H 24.0792 13.0326 12.3471
H 24.5323 11.6364 10.1400
H 23.1281 11.8733 8.2975
H 20.9754 13.0259 8.5294
O 18.8823 18.0382 22.4037
C 19.0917 19.0916 21.7951
C 19.1933 19.0950 20.2585
C 18.7928 17.9842 19.5478
C 18.7156 18.0138 18.1830
C 19.0024 19.1820 17.4841
C 19.4173 20.3389 18.1364
C 19.4910 20.2955 19.5303
C 20.0817 21.4748 20.2320
O 20.5404 22.3926 19.6130
C 20.0334 21.4533 21.7566
C 20.6753 22.4647 22.4332
C 20.7852 22.3727 23.8100
C 20.3111 21.2735 24.4873
C 19.5893 20.2889 23.8034
C 19.5618 20.3500 22.4503
H 18.5735 17.0239 20.0111
H 18.3391 17.2167 17.5233
H 18.9822 19.1532 16.3899
H 19.7514 21.2481 17.6600
H 21.1362 23.2702 21.8455
H 21.3751 23.1030 24.3104
H 20.5193 21.2740 25.5678
H 19.2608 19.3665 24.2746
O 14.6342 23.9720 25.6440
C 15.7027 24.3126 25.2058
C 16.3233 23.8236 23.9219
C 17.4400 24.3482 23.4595
C 18.2573 25.3588 24.2097
O 19.3432 25.7055 23.8105
C 17.7217 25.7065 25.5527
C 16.6158 25.1076 26.0498
H 15.6226 23.0770 23.5413
H 17.8399 23.9304 22.5426
H 18.3861 26.2111 26.2348
H 16.2557 25.4475 27.0452
O 22.7920 18.3444 24.7558
C 21.9667 17.5411 24.3563
C 20.8996 16.9915 25.2852
C 20.0142 16.1228 24.8002
C 20.0837 15.6539 23.3235
O 19.2323 14.8767 22.9195
C 21.2424 16.1009 22.5110
C 22.1474 16.9781 23.0359
H 21.1137 17.2504 26.3362
H 19.2796 15.6651 25.4304
H 21.3384 15.7313 21.5204
H 22.9137 17.3104 22.3837
O 16.7895 15.7342 16.1487
C 15.8120 15.2602 15.7088
C 14.5178 15.5896 16.2907
C 13.4091 14.9446 15.9054
C 13.4939 13.9462 14.7848
O 12.5217 13.2968 14.5216
C 14.8764 13.6375 14.1648
C 15.9179 14.4082 14.5197
H 14.5682 16.3187 17.1156
H 12.4918 15.1577 16.4450
H 14.7542 12.8973 13.4484
H 16.8960 14.5655 14.1539

Atomic forces in eV per Å
O 1.0 0.8 -0.6
C 1.0 0.6 -0.1
C 0.3 -0.4 1.2
C -1.6 -0.5 0.4
C 2.1 1.3 -1.0
C -0.6 0.8 1.0
C 0.3 -0.6 -0.8
C -0.5 0.1 -0.3
C 1.8 0.8 -0.4
O -1.5 -0.3 1.1
C 0.8 0.1 0.6
C -1.1 1.5 0.9
C 0.9 -1.6 -0.8
C 0.0 1.4 -0.6
C 0.3 -1.3 0.5
C -2.3 -1.8 -0.7
H 0.4 0.0 -0.2
H -0.8 -0.8 0.0
H 0.2 -0.9 -0.9
H -0.8 -0.1 0.6
H 0.1 0.4 0.2
H -0.2 -0.1 0.0
H 0.4 0.4 0.6
H 0.0 0.3 -0.7
O -0.9 -1.0 0.4
C 1.8 2.5 -0.9
C -0.6 -1.0 1.5
C 0.2 -0.1 -0.8
C -0.8 -1.2 0.1
C 1.3 -0.2 -0.3
C 0.4 0.6 0.0
C 0.6 0.3 0.2
C -2.1 -1.1 0.1
O 0.8 0.1 0.0
C 3.6 -1.3 0.4
C 0.8 0.5 -0.6
C -2.8 0.9 -0.8
C -0.8 0.5 0.1
C 0.5 -0.6 0.9
C -3.6 -1.5 1.8
H 0.0 0.3 0.1
H -0.1 0.8 0.0
H 0.2 0.2 0.2
H -0.4 -0.3 0.1
H 0.9 0.7 -0.9
H 0.2 0.8 -0.6
H 0.3 -0.3 0.2
H 0.6 0.3 -0.9
O -0.7 0.8 -0.4
C 0.2 -1.5 1.1
C 1.1 -0.6 -0.8
C -1.1 0.2 -0.8
C -0.3 -0.4 2.0
C -0.2 1.2 0.0
C -0.1 -1.0 0.1
C 1.8 0.3 -3.0
C -1.5 0.8 -1.9
O 1.7 -1.1 2.1
C 1.3 -0.2 -0.3
C -1.3 -0.5 -0.8
C -0.8 0.8 1.6
C -1.2 0.2 1.8
C 0.9 -0.1 1.0
C -0.3 0.4 -0.4
H 0.0 0.4 0.0
H -0.5 0.4 -0.4
H -0.8 0.2 0.0
H 0.5 -0.3 0.9
H 0.5 0.2 0.1
H 0.1 -0.3 -0.6
H 0.6 -0.3 -1.5
H 0.1 0.1 -0.2
O 0.4 0.2 0.9
C -1.5 0.1 -0.2
C 1.1 -0.8 -2.6
C -0.6 1.4 1.0
C -0.9 0.2 -1.7
C -0.1 -0.4 3.1
C 0.0 0.2 -2.7
C 0.2 -0.3 1.3
C 0.5 0.5 -1.0
O -0.8 0.3 0.5
C -0.1 -0.2 0.5
C -0.8 0.5 0.8
C -0.3 0.8 0.8
C -1.0 -0.2 -1.2
C 0.9 -0.4 1.7
C 1.0 0.2 -0.9
H 0.3 -0.6 -0.1
H 1.0 -0.5 0.0
H -0.1 0.5 -1.0
H -0.3 -0.1 1.3
H 0.8 -0.7 -0.7
H 0.3 -0.4 0.0
H 0.8 0.1 -0.1
H -0.3 0.3 0.5
O 0.4 0.4 0.9
C -0.6 -0.2 -1.1
C 0.1 0.5 0.5
C 0.3 -1.2 -1.3
C 1.0 -0.1 -0.1
C -0.4 0.2 0.2
C 0.8 -0.9 -0.8
C 0.1 0.3 0.8
C -0.6 0.0 0.3
O -0.5 0.0 -0.2
C -0.2 1.4 -0.4
C 0.2 -1.1 -0.8
C 1.0 -0.8 0.7
C 1.5 -0.5 -1.1
C -1.4 0.8 0.3
C -1.0 -0.8 0.2
H -0.2 0.1 0.2
H -0.3 0.2 -0.1
H -0.2 0.1 0.5
H -0.2 0.0 -0.2
H 0.6 -0.2 0.2
H 0.0 0.6 0.5
H -0.7 0.1 0.8
H -0.3 0.6 -0.1
O -0.2 1.9 -0.8
C 1.3 -1.4 -1.3
C -0.8 1.4 0.4
C 0.0 -1.3 0.3
C -0.5 0.5 -2.0
C 0.4 0.4 -0.5
C 0.1 -0.7 0.8
C 0.3 -1.0 0.6
C -1.2 -0.9 1.1
O 0.5 0.8 -0.2
C 0.6 0.0 -1.5
C -0.1 0.5 -0.3
C 0.5 0.0 -0.6
C -0.6 0.2 1.0
C 1.3 0.1 1.9
C -1.3 -0.9 -0.7
H 0.0 0.4 0.5
H 0.3 -0.2 0.9
H -0.2 0.2 0.4
H -0.1 0.0 -0.3
H -0.3 -0.3 0.4
H 0.2 0.5 0.5
H -0.4 -0.5 -0.5
H -0.1 0.3 0.1
O -0.6 -0.2 -0.5
C 1.7 -0.3 0.5
C -2.4 0.2 1.4
C 0.5 -0.5 -0.7
C -0.4 -1.0 0.2
O 0.0 0.3 0.0
C -0.3 -1.2 0.6
C 0.3 2.4 0.2
H 0.8 0.0 -0.8
H 0.3 0.4 -0.1
H 0.1 0.6 -0.1
H 0.3 -0.8 -0.6
O -0.3 0.3 0.4
C 0.6 -0.2 1.3
C 1.2 0.2 -0.6
C 0.7 0.2 -1.0
C -0.9 -0.4 1.2
O 0.8 0.7 0.1
C 0.7 1.3 1.7
C -2.6 -1.8 -1.7
H -0.7 0.0 -0.6
H -0.4 -0.3 0.0
H 0.0 -0.3 -0.7
H 0.9 0.4 -0.1
O 3.8 1.7 1.8
C -3.0 -0.4 -1.6
C -0.9 -0.2 0.7
C 1.1 0.9 0.0
C 1.2 -0.3 1.7
O -0.5 -0.4 -0.9
C -1.0 2.4 1.5
C -1.6 -0.7 0.2
H -0.2 -0.6 -0.5
H -0.3 -0.4 -0.5
H 0.5 -1.2 -1.5
H 1.0 -0.9 -1.0

=====

Q: What is the 2S+1 in the second record?
A: 1

=====

Q: Which value of 2S+1 does entry 1 give?
A: 2